Below is the ion C3H7N2S with charge +1, with properties calculated with ωB97M-V with the def2-TZVPD basis set.

Positions of all 13 atoms, in Å:
1 C -2.268 -0.024 0.432
2 N -1.081 -0.385 0.464
3 C -0.111 -0.454 -0.390
4 N 1.286 -0.804 0.529
5 C 0.151 0.881 -0.973
6 S -0.472 2.224 -0.348
7 H -2.698 0.175 -0.529
8 H -2.920 0.253 1.353
9 H -0.045 -1.265 -1.223
10 H 1.802 -0.299 1.300
11 H 2.057 -1.021 -0.032
12 H 0.993 -1.644 1.107
13 H 0.676 0.955 -1.901

Its charge is +1. The value obtained for the total energy is -17029.96660 eV. For the frontier orbital gap, the calculation gives 7.98 eV. The structure (SMILES) is C=N[C@H]([NH3+])C=S. The calculation puts the largest force on an atom at 4.3 eV Å⁻¹.

Here are the Löwdin charges for atoms 1 to 8, given in e: atom 1 (C): 0.008, atom 2 (N): -0.050, atom 3 (C): -0.388, atom 4 (N): 0.194, atom 5 (C): -0.569, atom 6 (S): 0.864, atom 7 (H): 0.087, atom 8 (H): 0.142

***

Below is a structure of composition C31H33N6Rh, with properties calculated with ωB97M-V with the def2-TZVPD basis set.

Positions of all 71 atoms, in Å:
1 Rh -0.915 0.444 0.765
2 C 0.640 3.414 1.072
3 N -0.570 2.641 0.995
4 C -1.685 3.294 1.155
5 C -2.895 2.584 1.135
6 C -4.243 2.966 1.239
7 C -4.974 1.778 1.164
8 C -4.045 0.740 1.028
9 N -2.796 1.226 1.006
10 C 1.212 3.760 -0.287
11 C 0.405 3.790 -1.415
12 C 0.942 4.100 -2.659
13 C 2.303 4.382 -2.790
14 C 3.115 4.351 -1.670
15 C 2.578 4.042 -0.428
16 H 1.394 2.846 1.629
17 H 0.479 4.355 1.633
18 H -1.690 4.374 1.338
19 H -4.619 3.974 1.339
20 H -6.048 1.666 1.203
21 H -4.221 -0.320 0.940
22 H -0.637 3.516 -1.318
23 H 0.302 4.094 -3.533
24 H 2.723 4.603 -3.763
25 H 4.178 4.545 -1.766
26 H 3.223 3.986 0.443
27 C 1.188 -1.689 -0.712
28 N 2.529 -2.173 -1.070
29 C 3.406 -1.964 0.080
30 N 3.499 -0.552 0.459
31 C 2.137 -0.098 0.787
32 N 1.216 -0.263 -0.344
33 C 1.736 0.495 -1.480
34 N 3.089 0.057 -1.864
35 C 3.026 -1.371 -2.179
36 C 3.960 0.210 -0.696
37 H 0.788 -2.268 0.118
38 H 0.521 -1.813 -1.568
39 H 4.410 -2.330 -0.167
40 H 3.012 -2.530 0.927
41 H 2.178 0.961 1.051
42 H 1.761 -0.671 1.636
43 H 1.763 1.554 -1.231
44 H 1.067 0.352 -2.332
45 H 4.033 -1.713 -2.447
46 H 2.366 -1.511 -3.039
47 H 4.002 1.271 -0.430
48 H 4.968 -0.126 -0.968
49 C -1.525 -1.503 0.803
50 C -2.485 -1.981 -0.140
51 C -2.642 -1.334 -1.397
52 C -3.611 -1.709 -2.305
53 C -4.491 -2.757 -2.032
54 C -4.370 -3.410 -0.803
55 C -3.406 -3.039 0.112
56 H -1.989 -0.490 -1.606
57 H -3.690 -1.171 -3.247
58 H -5.257 -3.045 -2.745
59 H -5.057 -4.214 -0.551
60 H -3.357 -3.545 1.069
61 C 0.788 -4.027 3.424
62 C 0.696 -2.639 3.599
63 C -0.092 -1.852 2.792
64 C -0.874 -2.372 1.702
65 C -0.768 -3.802 1.568
66 C 0.028 -4.574 2.386
67 H 1.410 -4.644 4.061
68 H 1.254 -2.163 4.403
69 H -0.154 -0.778 2.964
70 H -1.298 -4.288 0.758
71 H 0.075 -5.646 2.199

Its charge is -2. The value obtained for the total energy is -44628.70472 eV. For the frontier orbital gap, the calculation gives 2.87 eV. The calculation puts the largest force on an atom at 1.2 eV Å⁻¹.

Here are the Löwdin charges for atoms 1 to 8, given in e: atom 1 (Rh): 0.643, atom 2 (C): -0.216, atom 3 (N): -0.108, atom 4 (C): -0.152, atom 5 (C): -0.362, atom 6 (C): -0.111, atom 7 (C): -0.144, atom 8 (C): -0.165

***

Below is a cluster of 14 separate species, H28O14 in total, with properties calculated with ωB97M-V with the def2-TZVPD basis set.

Positions of all 42 atoms, in Å:
1 H 0.049 1.067 -0.288
2 H 0.957 -0.004 0.294
3 H -0.479 -0.976 3.223
4 H 0.110 0.021 4.208
5 H 4.801 -2.319 -1.894
6 H 3.982 -1.040 -1.831
7 H -2.692 -3.315 -1.947
8 H -3.606 -2.625 -0.948
9 H -2.274 -1.026 -1.083
10 H -0.824 -0.607 -1.263
11 H 5.314 0.782 -0.288
12 H 5.507 2.256 0.029
13 H -3.242 -0.249 2.325
14 H -4.338 -1.133 1.752
15 H -4.296 0.271 -3.428
16 H -4.076 0.559 -1.952
17 H 3.453 1.179 -1.292
18 H 2.273 0.297 -1.664
19 H -2.619 -3.385 1.669
20 H -2.428 -2.171 2.564
21 H -1.972 3.524 -2.789
22 H -2.415 3.328 -1.349
23 H 2.180 3.439 2.122
24 H 2.009 3.009 0.674
25 H 4.293 -3.122 1.046
26 H 4.291 -2.055 -0.036
27 H -1.168 2.312 1.672
28 H -2.399 2.187 0.789
29 O 0.037 0.171 0.069
30 O 0.362 -0.659 3.572
31 O 4.059 -1.870 -2.315
32 O -3.012 -2.444 -1.685
33 O -1.381 -1.384 -1.145
34 O 4.982 1.487 0.280
35 O -4.190 -0.416 2.379
36 O -3.662 0.139 -2.714
37 O 3.209 0.431 -1.849
38 O -2.241 -2.499 1.677
39 O -2.677 3.138 -2.257
40 O 1.543 3.044 1.517
41 O 4.438 -2.180 0.908
42 O -1.857 2.838 1.250

The value obtained for the total energy is -29116.79884 eV. For the frontier orbital gap, the calculation gives 8.57 eV. The calculation puts the largest force on an atom at 5.0 eV Å⁻¹.

Here are the Löwdin charges for atoms 1 to 8, given in e: atom 1 (H): 0.046, atom 2 (H): 0.059, atom 3 (H): 0.007, atom 4 (H): 0.036, atom 5 (H): 0.027, atom 6 (H): -0.042, atom 7 (H): 0.067, atom 8 (H): 0.044

***

Below is a structure of composition C2H3F4NO5S2Tl, with properties calculated with ωB97M-V with the def2-TZVPD basis set.

Positions of all 18 atoms, in Å:
1 N 1.222 2.015 0.658
2 S -0.473 1.831 0.635
3 O -0.871 3.217 1.065
4 O -1.525 1.536 -0.521
5 S 2.265 0.835 0.810
6 O 1.337 -0.228 1.212
7 O 3.520 1.593 0.963
8 C 3.031 -0.459 -0.391
9 F 2.141 -1.389 -0.780
10 F 3.449 0.146 -1.493
11 F 4.049 -1.099 0.165
12 Tl -0.312 -1.521 0.854
13 F -1.160 -1.585 -1.480
14 C -3.381 -1.012 -0.348
15 O -2.049 -0.539 -0.382
16 H -3.660 -1.842 0.314
17 H -3.924 -0.151 0.072
18 H -3.660 -1.348 -1.354

Its charge is -1. The value obtained for the total energy is -51076.89667 eV. For the frontier orbital gap (spin up / spin down), the calculation gives 6.15 / 7.93 eV. The calculation puts the largest force on an atom at 5.0 eV Å⁻¹.

Here are the Löwdin charges for atoms 1 to 8, given in e: atom 1 (N): -0.377, atom 2 (S): 0.779, atom 3 (O): -0.461, atom 4 (O): -0.356, atom 5 (S): 0.679, atom 6 (O): -0.682, atom 7 (O): -0.314, atom 8 (C): -0.661

***

Below is a cluster of 2 separate species, C4H8ClNSi in total, with properties calculated with ωB97M-V with the def2-TZVPD basis set.

Positions of all 15 atoms, in Å:
1 C 4.592 0.894 0.562
2 C 3.346 1.152 0.096
3 Si 2.019 0.043 -0.028
4 Cl 2.417 -1.941 -0.385
5 C 0.693 0.678 -1.008
6 N -0.495 0.975 -1.035
7 H 5.260 1.754 0.692
8 H 4.969 -0.034 0.762
9 H 3.204 2.219 0.175
10 H -0.862 1.532 -1.836
11 C -3.182 -1.198 -0.016
12 H -3.798 -1.944 0.453
13 H -3.582 -0.236 -0.274
14 H -2.298 -0.673 0.536
15 H -2.953 -1.560 -0.969

The value obtained for the total energy is -26165.10789 eV. For the frontier orbital gap (spin up / spin down), the calculation gives 7.18 / 7.18 eV. The structure (SMILES) is C=C[Si](Cl)=C=N.C. The calculation puts the largest force on an atom at 3.9 eV Å⁻¹.

Here are the Löwdin charges for atoms 1 to 8, given in e: atom 1 (C): -0.045, atom 2 (C): -0.372, atom 3 (Si): 0.227, atom 4 (Cl): 0.259, atom 5 (C): -0.316, atom 6 (N): 0.048, atom 7 (H): 0.065, atom 8 (H): 0.013

***

Below is a cluster of 3 separate species, C6H15NO2 in total, with properties calculated with ωB97M-V with the def2-TZVPD basis set.

Positions of all 24 atoms, in Å:
1 C -0.155 -5.065 0.707
2 C -0.670 -3.830 0.099
3 N -0.934 -2.810 -0.381
4 H -0.917 -5.232 1.163
5 H 0.381 -5.811 0.106
6 H 0.545 -4.930 1.296
7 C -0.880 3.920 -1.352
8 C -1.363 2.469 -1.360
9 O -2.781 2.187 -1.160
10 H -1.598 4.326 -1.883
11 H 0.050 4.018 -1.500
12 H -0.846 4.583 -0.431
13 H -0.693 1.907 -0.751
14 H -1.296 2.100 -2.317
15 H -3.132 2.839 -1.863
16 C 2.372 0.592 1.424
17 C 1.387 -0.232 0.609
18 O 0.486 -0.985 1.614
19 H 1.897 1.149 2.357
20 H 2.829 1.150 0.626
21 H 3.043 -0.097 1.655
22 H 1.626 -1.142 0.030
23 H 0.848 0.462 0.117
24 H -0.200 -1.569 1.197

The value obtained for the total energy is -12044.15205 eV. For the frontier orbital gap, the calculation gives 10.38 eV. The structure (SMILES) is CC#N.CCO.CCO. The calculation puts the largest force on an atom at 11.3 eV Å⁻¹.

Here are the Löwdin charges for atoms 1 to 8, given in e: atom 1 (C): 0.007, atom 2 (C): -0.188, atom 3 (N): 0.151, atom 4 (H): -0.014, atom 5 (H): 0.129, atom 6 (H): 0.006, atom 7 (C): -0.049, atom 8 (C): -0.267